{
  "formula": "C15H23BN6SiSn",
  "method": "ωB97M-V/def2-TZVPD",
  "total_charge": 2,
  "homo_energy_ev": -15.4,
  "e_tot_ha": -1441.9104,
  "molar_mass_g_mol": 445.0,
  "de_lowest_kcal_mol": 37.38,
  "species": ["H", "N", "B", "N", "C", "Sn", "H", "C", "H", "C", "H", "C", "H", "H", "H", "N", "N", "N", "N", "C", "C", "H", "H", "C", "C", "C", "C", "H", "H", "H", "H", "H", "C", "Si", "C", "C", "C", "C", "H", "H", "H", "H", "H", "H", "H", "H", "H"],
  "coordinates": [[2.194827, 1.108912, 1.322543], [1.791646, -0.755949, 0.392384], [1.702877, -3.172334, -0.350242], [2.300027, -2.022821, 0.528546], [3.320147, -1.995245, 1.398291], [0.052395, -0.359733, -0.866971], [3.850622, -2.910778, 1.611861], [3.458400, -0.686676, 1.851926], [4.180948, -0.327072, 2.555273], [2.467928, 0.066614, 1.215417], [2.293101, -4.200818, -0.185864], [-1.256658, 0.368794, -2.469148], [-1.803437, 1.318731, -2.420045], [-1.954966, -0.381785, -2.053797], [-0.992217, 0.087815, -3.492119], [1.781125, -2.640180, -1.812638], [0.182761, -3.295020, 0.008561], [1.190235, -1.447075, -2.171180], [-0.678045, -2.233796, -0.174274], [2.425578, -3.143376, -2.870143], [-0.509826, -4.337889, 0.484784], [2.951402, -4.082246, -2.747936], [0.012356, -5.263129, 0.671800], [2.245937, -2.280378, -3.947802], [-1.838419, -3.948891, 0.625403], [1.462624, -1.224038, -3.489618], [-1.914624, -2.613024, 0.223909], [2.633759, -2.416841, -4.939996], [-2.644147, -4.562905, 0.970789], [1.083965, -0.356727, -4.014039], [-2.759255, -1.935536, 0.205917], [-0.052360, 0.961964, -1.903565], [-3.251696, 3.210444, 2.568720], [-1.709568, 3.742592, 1.653843], [-2.159255, 4.884692, 0.235490], [-0.486648, 4.565615, 2.799859], [-0.947915, 2.240328, 0.939080], [-0.475091, 1.207905, 0.464132], [-3.782213, 4.062213, 3.010166], [-2.999458, 2.508579, 3.373024], [-3.939843, 2.695267, 1.886907], [-2.582825, 5.832445, 0.590413], [-1.272367, 5.113184, -0.369496], [-2.895468, 4.411942, -0.427519], [-0.230871, 3.906236, 3.638174], [0.443423, 4.800845, 2.267895], [-0.888911, 5.499144, 3.211284]],
  "atomic_forces_ev_per_a": [[0.09, -0.16, -0.08], [-0.13, -0.08, 0.31], [0.02, 0.70, 0.54], [-0.23, 0.32, -0.50], [-0.48, 0.53, -0.26], [2.02, -3.15, 7.05], [0.07, 0.15, 0.13], [-0.07, 0.09, 0.03], [0.12, 0.06, 0.15], [0.36, -1.07, 0.02], [-0.20, 0.18, -0.16], [0.66, 2.69, -1.78], [0.21, -0.12, -0.03], [0.61, -0.07, 0.57], [0.01, 0.13, 0.30], [-0.21, 0.52, -0.25], [-0.15, 0.46, -0.37], [0.58, -0.67, -1.83], [-0.34, 0.11, 0.13], [-0.49, 0.52, 0.41], [-0.08, 0.95, -0.33], [-0.02, 0.16, -0.25], [-0.19, -0.05, 0.07], [-0.12, 0.32, -0.28], [-0.22, 0.29, 0.01], [0.55, -1.26, 0.61], [0.82, -1.05, 0.05], [0.03, 0.04, -0.09], [-0.18, -0.08, 0.12], [0.20, -0.11, 0.05], [0.13, -0.10, 0.00], [-3.40, 0.64, -3.22], [0.10, -0.48, -0.11], [-0.98, 1.94, 0.93], [0.21, -0.35, -0.32], [0.31, -0.32, -0.08], [0.87, -1.89, -0.92], [-0.42, 0.09, -0.73], [0.19, -0.09, -0.13], [-0.09, 0.15, -0.07], [0.03, 0.12, 0.14], [0.11, -0.25, 0.04], [-0.16, 0.07, 0.10], [0.06, 0.13, 0.12], [-0.05, 0.15, -0.09], [-0.13, 0.04, 0.12], [-0.01, -0.20, -0.14]],
  "nbo_charge": [0.25, -0.44, 0.52, -0.31, 0.06, 1.99, 0.26, -0.31, 0.27, 0.03, 0.02, -0.86, 0.33, 0.32, 0.30, -0.28, -0.29, -0.49, -0.45, 0.08, 0.07, 0.27, 0.26, -0.30, -0.30, 0.02, 0.02, 0.28, 0.27, 0.23, 0.25, 0.27, -1.09, 1.55, -1.09, -1.10, -0.26, -0.60, 0.27, 0.25, 0.24, 0.27, 0.24, 0.24, 0.25, 0.25, 0.27]
}



{
  "formula": "C15H23BN6SiSr",
  "method": "ωB97M-V/def2-TZVPD",
  "total_charge": 0,
  "homo_energy_ev": [-5.3, -5.3],
  "e_tot_ha": -1258.9420,
  "molar_mass_g_mol": 413.9,
  "species": ["H", "N", "B", "N", "C", "Sr", "H", "C", "H", "C", "H", "C", "H", "H", "H", "N", "N", "N", "N", "C", "C", "H", "H", "C", "C", "C", "C", "H", "H", "H", "H", "H", "C", "Si", "C", "C", "C", "C", "H", "H", "H", "H", "H", "H", "H", "H", "H"],
  "coordinates": [[-3.404352, -1.289762, -0.653007], [-2.384525, 0.361308, 0.248411], [-1.401659, 2.742536, 0.658162], [-2.309779, 1.705620, -0.069358], [-3.147546, 1.967735, -1.101296], [-1.437223, -1.125574, 1.864309], [-3.293378, 2.973057, -1.472772], [-3.724820, 0.769645, -1.516189], [-4.420535, 0.633754, -2.324222], [-3.212520, -0.219148, -0.662233], [-2.046011, 3.621123, 1.136695], [2.626199, 0.128600, -0.765705], [3.285941, -0.015176, 0.104175], [2.095656, 1.087002, -0.611700], [3.251900, 0.236550, -1.659672], [-0.518910, 3.242704, -0.526188], [-0.343767, 2.221707, 1.665143], [0.624144, 2.550064, -0.827629], [-0.421675, 0.985509, 2.277729], [-0.708574, 4.261085, -1.394584], [0.753229, 2.880745, 2.119588], [-1.569061, 4.909052, -1.311229], [0.957828, 3.905755, 1.844528], [0.360225, 4.256024, -2.287962], [1.463270, 2.021814, 2.953824], [1.166896, 3.168825, -1.894171], [0.709925, 0.838668, 3.014250], [0.531937, 4.927281, -3.106798], [2.397822, 2.223138, 3.447091], [2.094746, 2.833852, -2.340801], [0.918452, -0.078512, 3.560996], [1.738322, -1.099479, -1.997811], [0.668541, -4.377168, -1.531019], [0.608903, -3.511939, 0.132752], [-1.052117, -3.940027, 0.919583], [1.974736, -4.206617, 1.215567], [0.898360, -1.659175, -0.072204], [1.645025, -0.984293, -0.921691], [1.223146, -5.324141, -1.464139], [1.167672, -3.736636, -2.270252], [-0.343225, -4.596172, -1.899991], [-1.233845, -5.009123, 0.735106], [-1.063262, -3.828093, 2.020442], [-1.908251, -3.411395, 0.459901], [2.819247, -3.504590, 1.244477], [1.628979, -4.371055, 2.245413], [2.333934, -5.165080, 0.814480]],
  "atomic_forces_ev_per_a": [[0.06, 0.24, 0.00], [-0.63, 0.84, -1.50], [1.08, 0.42, -1.10], [-1.23, -2.11, 0.63], [0.41, -0.84, 0.55], [1.47, -0.50, -0.84], [0.17, -0.19, 0.03], [0.11, -0.11, 0.20], [-0.01, 0.02, -0.05], [0.36, 1.59, 0.46], [-0.28, 0.25, -0.02], [0.19, 1.45, 1.36], [-0.18, 0.01, -0.15], [0.32, -0.42, 0.04], [-0.10, -0.13, 0.14], [0.99, 0.25, -0.24], [-0.11, -1.25, 1.74], [-0.33, 1.01, -0.70], [1.34, 1.14, -0.04], [0.74, -0.26, -0.13], [-0.54, -1.08, -0.06], [0.11, 0.02, 0.00], [0.00, -0.23, -0.20], [-0.34, -0.15, 0.27], [-0.30, -0.13, 0.01], [-1.16, 0.06, 0.81], [-0.75, 1.28, -0.58], [-0.02, 0.14, -0.10], [0.00, 0.03, -0.01], [-0.15, -0.10, 0.20], [-0.04, 0.22, -0.18], [-0.71, -1.58, -0.74], [-0.10, -0.63, -0.17], [0.88, 2.56, -1.61], [-0.53, -0.24, 0.39], [0.08, -0.16, 0.21], [-1.24, -1.84, 2.29], [0.65, 0.37, -0.90], [-0.18, 0.09, -0.19], [-0.10, -0.10, 0.23], [0.20, 0.01, -0.05], [-0.03, 0.25, 0.12], [-0.09, -0.08, -0.23], [0.15, -0.18, 0.07], [-0.26, -0.15, -0.01], [0.17, 0.02, -0.12], [-0.08, 0.16, 0.16]],
  "nbo_charge": [0.20, -0.46, 0.57, -0.30, 0.01, 1.73, 0.23, -0.34, 0.23, -0.06, -0.05, -0.68, 0.20, 0.26, 0.19, -0.34, -0.31, -0.30, -0.48, -0.05, 0.04, 0.21, 0.23, -0.36, -0.34, -0.06, -0.04, 0.22, 0.23, 0.21, 0.20, 0.13, -1.14, 1.59, -1.15, -1.12, -0.99, -0.16, 0.22, 0.24, 0.22, 0.27, 0.19, 0.20, 0.26, 0.22, 0.23]
}